A structure of composition C38H33CaN11SSe, computed with wB97M-V/def2-TZVPD.

CARTESIAN COORDINATES (ANGSTROEM)
Ca 0.22 0.25 0.01
N -1.79 -0.51 3.43
C -0.55 -1.16 3.34
C -0.11 -1.80 4.51
C 1.10 -2.46 4.46
C 1.84 -2.45 3.28
C 1.33 -1.76 2.20
N 0.14 -1.13 2.22
C -2.65 0.05 2.50
C -3.96 0.30 2.96
C -4.88 0.84 2.10
C -4.49 1.14 0.79
C -3.19 0.87 0.44
N -2.27 0.34 1.26
H -2.22 -0.64 4.33
H -0.70 -1.78 5.41
H 1.47 -2.97 5.34
H 2.80 -2.93 3.20
H 1.90 -1.63 1.28
H -4.23 0.05 3.97
H -5.89 1.04 2.43
H -5.17 1.56 0.06
H -2.84 1.08 -0.56
Se -1.97 7.88 -1.94
N -1.24 7.13 -0.49
C -1.13 5.85 -0.73
C -0.56 4.89 0.21
C -0.09 5.26 1.46
C 0.43 4.27 2.29
C 0.46 2.96 1.84
N -0.01 2.60 0.65
C -0.50 3.54 -0.15
C -0.97 3.09 -1.49
N -0.82 1.78 -1.77
C -1.24 1.35 -2.96
C -1.82 2.18 -3.92
C -1.95 3.52 -3.63
C -1.52 3.99 -2.40
C -1.61 5.41 -2.03
N -2.10 6.32 -2.81
H -0.12 6.29 1.77
H 0.82 4.51 3.27
H 0.90 2.15 2.41
H -1.09 0.30 -3.15
H -2.14 1.77 -4.86
H -2.38 4.22 -4.34
N -0.80 -3.90 -2.19
C -1.35 -4.87 -1.32
C -1.21 -6.22 -1.57
C -1.76 -7.14 -0.69
C -2.43 -6.71 0.45
C -2.53 -5.35 0.71
C -2.02 -4.42 -0.19
S -2.24 -2.70 0.03
N -0.82 -2.09 -0.69
C -0.33 -2.70 -1.70
C 0.83 -2.08 -2.42
C 1.60 -2.78 -3.35
C 2.59 -2.09 -4.03
C 2.80 -0.74 -3.73
C 2.07 -0.16 -2.71
N 1.09 -0.82 -2.08
H -0.33 -4.26 -3.00
H -0.66 -6.56 -2.45
H -1.67 -8.20 -0.90
H -2.85 -7.42 1.14
H -3.02 -5.00 1.60
H 1.47 -3.83 -3.55
H 3.21 -2.59 -4.76
H 3.55 -0.16 -4.24
H 2.26 0.84 -2.33
C 3.96 2.34 -0.03
C 3.65 0.92 0.49
C 4.05 0.89 1.98
C 4.58 -0.07 -0.25
N 2.28 0.60 0.31
H 5.01 2.65 0.09
H 3.33 3.06 0.50
H 3.70 2.40 -1.09
H 5.09 1.18 2.17
H 3.90 -0.12 2.38
H 3.40 1.56 2.54
H 5.65 0.13 -0.07
H 4.41 -0.02 -1.33
H 4.36 -1.08 0.08

As for the multiplicity: 1. Its orbital gap (alpha / beta) is 3.44 / 3.44 eV. The electronic energy is -150953.7160 eV. The calculation puts the HOMO energy (alpha / beta) at -4.0 / -4.0 eV. As for the strongest force on any atom: 0.6 eV/A.

Here are the Löwdin charges for atoms 1 to 2, given in e: 1.093, 0.126